(1)
28
Properties=species:S:1:pos:R:3:forces:R:3 method="wB97M-V/def2-TZVPD" e_lumo_ha=-0.3131 total_charge=+2 e_homo_ev=-16.7
Si 2.83312 1.10647 -1.15473 -0.94 -0.17 1.12
N 0.75360 -0.06642 1.86931 -0.01 0.18 0.06
N -1.49802 0.61757 1.59406 0.32 0.37 0.21
N -0.89622 -0.25159 -1.36681 2.20 0.61 2.93
N 1.57271 1.25622 -0.06545 1.55 0.95 -1.36
C -2.89259 0.23710 1.65436 -0.36 -0.13 -0.11
C -0.32534 -0.11492 -0.36240 -2.15 -1.05 -1.73
C -1.50018 -0.42958 -2.58908 -1.12 -0.42 -1.92
C 1.57340 -1.25764 2.10640 0.18 -0.35 0.11
C -0.50628 -0.26337 1.15239 0.07 -0.18 1.33
H -0.86153 -1.30213 1.26585 0.09 0.25 -0.13
H 1.43612 -0.33054 -4.81238 -0.14 0.12 1.26
H 1.74062 -1.77749 1.16533 0.04 -0.07 -0.06
H 1.11296 -1.94245 2.81859 -0.07 0.00 -0.07
H 3.47696 -0.18486 -1.03830 0.25 -0.17 -0.11
H -3.39003 0.25060 0.68124 -0.03 -0.03 -0.03
H 2.53402 -0.94264 2.50870 0.01 -0.02 -0.03
H 1.08998 2.14899 -0.01074 0.09 0.16 -0.20
H -0.96419 -1.19036 -3.16458 -0.04 0.10 0.11
H 3.17148 2.07111 -2.17994 0.00 0.27 -0.11
H -1.52699 0.50087 -3.15973 0.04 -0.02 0.12
H -2.52733 -0.77868 -2.42314 0.19 0.09 -0.07
H -1.33611 1.60507 1.45208 0.09 -0.06 0.00
H 1.33718 -0.26626 -4.03825 0.16 -0.11 -1.23
H -3.40140 0.94242 2.30847 -0.04 -0.07 -0.02
H 0.58334 0.43100 2.74151 -0.26 -0.08 -0.11
H 1.38894 0.68687 0.95527 -0.07 -0.16 0.02
H -2.97822 -0.75537 2.09196 -0.05 -0.02 0.02

(2)
26
Properties=species:S:1:pos:R:3:forces:R:3 method="wB97M-V/def2-TZVPD" spin_multiplicity=2 e_lumo_ha="0.1020 / 0.0992" s_squared=0.750 total_charge=-1 e_homo_ev="1.0 / -7.4"
O -3.97327 0.31958 -1.46854 -0.39 0.51 0.15
O -2.89724 2.65184 3.99875 2.99 -0.45 -3.96
O 3.63236 1.56750 -4.75481 0.21 3.46 -0.69
C 2.49919 -1.40835 -0.71134 -1.37 3.74 -3.56
C -0.09399 -1.01571 -0.08904 2.05 2.14 2.75
C 1.14684 -1.93437 -0.35974 -0.49 -1.80 0.77
C 0.57974 -0.06268 2.31485 1.50 -2.07 -1.12
C -0.30235 -1.02268 1.48556 -1.80 -2.87 -0.70
H -3.21565 0.89200 -1.70924 -0.54 -0.11 0.38
H 1.65657 -0.59265 2.26726 -2.02 1.57 0.21
H -4.61682 0.89000 -0.97176 0.96 -0.44 -0.47
H -1.41078 -1.06657 1.65807 0.80 1.23 0.25
H 3.12441 0.92025 -5.17465 -1.18 -2.20 -0.71
H 3.30160 2.35858 -5.29584 0.96 -1.25 1.42
H 0.62380 0.94433 1.83019 -0.07 -0.71 0.84
H -2.94546 1.73990 3.63335 0.51 0.60 -0.57
H 0.24887 -0.10926 3.36255 0.19 0.57 -0.35
H 0.82151 -2.70581 -1.03000 -0.12 -0.12 -1.34
H -3.45551 2.51082 4.66967 -3.51 -0.11 4.47
H 2.42559 -0.74339 -1.74288 0.17 -1.67 2.15
H 1.39380 -2.69260 0.46068 -0.79 1.42 0.05
H -0.11384 -2.11968 1.73447 0.24 1.31 0.34
H 0.09188 0.12055 -0.13390 0.15 -1.62 -1.21
H -0.99176 -1.23608 -0.65898 0.09 -0.26 0.09
H 3.23155 -2.14645 -0.91556 0.78 -0.66 0.28
H 2.75887 -0.61255 -0.02837 0.66 -0.20 0.55

(3)
26
Properties=species:S:1:pos:R:3:forces:R:3 method="wB97M-V/def2-TZVPD" e_lumo_ha=0.0184 smiles=CCC(C)C.O.O.O total_charge=0 e_homo_ev=-10.8
O -0.51464 0.01820 -3.25941 -0.77 -0.15 0.24
O -2.51629 1.59700 -1.85563 -0.15 -0.23 -0.86
O 1.55048 -1.36932 -1.97501 0.27 0.16 0.10
C -0.39987 -0.12590 0.91222 0.26 0.32 1.21
C 2.11789 0.18464 0.99991 0.09 -0.12 -0.16
C -1.66414 0.45000 1.55227 -0.10 0.03 -0.36
C 0.83571 0.10245 1.82765 -0.21 -0.33 -1.14
C 0.96093 -0.99909 2.86362 0.22 -0.05 0.15
H -1.82517 -0.00261 2.53203 0.02 0.15 0.06
H 1.11534 -0.58144 -2.33616 -0.03 -0.11 -0.07
H -0.55924 -1.19661 0.86670 0.14 -0.31 -0.62
H -3.07273 1.47342 -1.08441 0.36 0.25 0.26
H -1.63573 1.53609 1.65675 0.16 0.02 0.13
H -2.55191 0.22240 0.96103 -0.06 -0.11 -0.07
H 0.03440 -1.16401 3.41935 0.14 0.13 0.12
H 2.43055 -1.07455 -1.70804 -0.22 -0.10 -0.09
H -0.16962 0.29630 -0.06509 -0.36 -0.16 -0.15
H 0.71841 1.07404 2.29374 -0.12 0.24 0.36
H -0.97482 -0.76685 -2.91125 0.44 0.19 -0.22
H -1.21889 0.68238 -3.15825 0.31 -0.15 -0.05
H 2.91082 0.56314 1.64479 0.24 0.04 -0.23
H 2.00508 0.81558 0.11038 0.01 0.26 0.35
H 2.42369 -0.78345 0.58988 -0.11 -0.09 0.32
H 1.21738 -1.94248 2.37679 -0.10 -0.01 -0.13
H -1.74750 2.13996 -1.67145 -0.20 0.12 0.65
H 1.79126 -0.78907 3.54349 -0.22 0.02 0.20

(4)
28
Properties=species:S:1:pos:R:3:forces:R:3 method="wB97M-V/def2-TZVPD" e_lumo_ha=0.0165 smiles="CC/C=C/CO.O.O.O.O" total_charge=0 e_homo_ev=-9.7
O 2.26931 -0.36978 -2.80697 0.22 -0.43 -0.04
O -0.46744 0.24041 -2.44718 -0.91 0.02 -0.17
O -2.54914 -2.55551 0.24462 -0.30 -0.69 -0.78
O -0.16042 -1.60633 -0.55395 1.14 0.29 0.20
O 2.18281 -0.36310 1.08885 -0.29 0.19 -0.97
C 2.27414 1.05610 0.69706 0.83 -2.51 2.36
C -0.13050 1.13258 1.51789 -0.21 -0.17 0.20
C -1.52963 1.61656 1.29780 -0.70 -0.21 0.17
C 0.96434 1.67567 1.02429 0.77 1.12 -1.74
C -2.46023 0.39451 1.22575 -0.01 -0.28 1.18
H 0.40794 -1.48160 -1.32648 -0.05 -0.51 -0.15
H -2.99781 -2.25459 1.03126 0.49 0.07 0.35
H 2.58138 0.25293 -2.14609 -0.17 0.10 -0.14
H -1.65194 2.19784 0.38243 0.28 0.29 0.18
H -1.86236 2.20468 2.15986 0.03 0.19 -0.18
H -3.50052 0.61859 1.46677 -0.07 0.31 -0.55
H 0.93585 2.63008 0.48961 -0.65 -0.02 0.16
H 1.36734 -0.10610 -3.02712 0.00 0.33 0.17
H -1.15561 0.73267 -1.97964 0.36 0.47 -0.07
H -0.12426 0.23073 2.12316 0.50 -0.21 -0.30
H 0.38878 -1.07696 0.05511 -0.33 -0.14 0.46
H -1.58283 -2.44747 0.25468 -0.52 0.24 0.36
H 2.88145 -0.81537 0.60399 -0.01 -0.21 0.17
H -0.84893 -0.64081 -2.32884 0.17 -0.06 -0.19
H 2.55683 1.12754 -0.35017 -0.38 0.32 -0.17
H -2.37982 -0.25940 0.36309 0.03 0.42 -0.32
H -2.18558 -0.24499 2.07086 0.10 -0.15 0.03
H 3.15816 1.30506 1.29966 -0.32 1.22 -0.22

(5)
28
Properties=species:S:1:pos:R:3:forces:R:3 method="wB97M-V/def2-TZVPD" spin_multiplicity=2 e_lumo_ha="0.0130 / 0.0111" s_squared=0.750 total_charge=0 e_homo_ev="-2.7 / -9.2"
O -1.26599 -3.23953 -0.49148 -0.03 0.20 0.00
O 1.45635 2.36900 -1.87053 0.24 1.35 -0.17
N -2.57053 0.68383 0.50094 0.19 -1.55 0.04
N -0.03254 0.45701 -0.15231 1.71 -0.30 -1.22
C 0.76178 -0.64698 0.49706 -0.88 1.26 0.68
C -0.93264 -0.08067 -1.20213 -0.41 0.16 0.76
C 1.49987 -0.01646 1.69941 0.89 -1.43 0.44
C 2.72767 0.81396 1.25856 -0.11 0.22 1.38
C -2.30080 -0.39328 -0.51547 0.55 -0.33 -0.45
H 0.81387 0.57410 2.31886 0.02 -0.04 -0.37
H -1.64903 0.97108 0.85502 0.37 0.13 0.09
H 0.63446 1.19300 -0.55962 -1.40 -1.64 0.67
H -0.58723 -1.00145 -1.70161 0.11 0.17 0.35
H -1.78281 -4.01404 -0.28289 -0.31 -0.35 0.15
H 1.85593 -0.85559 2.38860 -0.33 0.97 -0.87
H 0.05906 -1.44231 0.82614 0.32 0.58 -0.13
H 1.46223 3.34818 -1.85940 -0.51 -0.62 0.22
H 1.45720 -1.11150 -0.20678 0.18 0.00 -0.06
H -3.12210 -0.41300 -1.24107 0.18 0.04 0.22
H 3.19801 1.31810 2.15270 -0.36 -0.58 -0.92
H -2.23484 -1.39071 -0.02736 -0.19 1.08 -0.10
H -3.03628 1.49631 0.10780 -0.61 0.82 -0.43
H 2.45455 1.60202 0.56937 -0.12 0.21 -0.20
H -0.46232 -3.58411 -0.87321 0.41 -0.13 -0.18
H 3.46979 0.18151 0.77398 0.07 -0.04 0.03
H -3.13362 0.31041 1.29691 -0.25 0.09 0.21
H -1.05633 0.64671 -1.99614 -0.08 0.33 0.03
H 2.31629 2.22441 -2.26536 0.35 -0.59 -0.17

(6)
30
Properties=species:S:1:pos:R:3:forces:R:3 method="wB97M-V/def2-TZVPD" e_lumo_ha=0.0161 smiles=N[C@@H](CO)CCCO.O.O.O total_charge=0 e_homo_ev=-10.0
O -1.91439 0.87616 -1.19140 -0.22 -0.28 0.09
O 0.61757 1.85082 -1.66367 0.72 0.31 -0.35
O -4.30981 1.00026 1.54551 -0.11 0.10 0.43
O 3.34534 -2.22717 0.12850 -0.01 -0.15 -0.01
O -0.32192 3.16503 0.77990 -0.28 0.17 0.21
N 2.16090 0.53300 0.31952 0.90 0.76 -0.51
C -0.94231 -1.25872 -0.56914 -0.69 -0.04 -0.18
C -2.20890 -0.44265 -0.77502 -0.44 -0.02 -0.88
C -0.02310 -0.57322 0.44284 0.77 -0.90 -0.21
C 1.46787 -0.69862 0.03397 -0.85 -0.77 1.34
C 2.09118 -1.89503 0.74367 1.14 -0.46 0.55
H -3.81192 0.39308 0.98736 -0.05 0.39 0.34
H -0.31857 2.97691 -0.17036 0.17 -0.22 0.15
H 2.41563 -1.68292 1.77208 -0.43 0.52 -0.07
H 1.43680 -2.76575 0.88042 -0.09 0.08 -0.63
H -0.09274 -1.09341 1.40135 -0.32 0.24 0.19
H -2.86543 -0.91694 -1.51233 0.13 -0.23 -0.18
H -1.23908 -2.28943 -0.34887 0.15 0.07 0.51
H 3.14213 0.48319 0.04413 -0.20 -0.16 0.06
H 0.56131 2.97859 1.10597 0.08 -0.01 -0.25
H -3.72742 1.26658 2.27487 -0.12 -0.19 -0.51
H -0.31302 0.46853 0.57705 0.06 -0.01 -0.10
H 1.20578 2.39848 -2.20056 -0.34 0.03 -0.20
H 3.24349 -2.88779 -0.56215 -0.21 0.05 0.01
H 2.16261 0.74088 1.30907 -0.18 -0.04 0.14
H -2.85621 -0.38122 0.09667 0.60 -0.11 0.25
H -0.46209 -1.37544 -1.54861 0.09 0.36 0.02
H 1.56707 -0.95030 -1.00724 -0.07 0.36 -0.68
H -1.26296 0.79289 -1.89914 0.08 0.38 0.11
H 1.25218 1.51422 -0.99439 -0.23 -0.21 0.37

(7)
30
Properties=species:S:1:pos:R:3:forces:R:3 method="wB97M-V/def2-TZVPD" e_lumo_ha=0.0138 smiles=N[C@@H](CO)CCCO.O.O.O total_charge=0 e_homo_ev=-9.8
O 1.12384 2.00801 -1.61257 0.26 -0.17 0.14
O 3.63404 -1.84125 -0.24588 0.38 -0.04 0.24
O -3.61236 0.20965 0.52878 -0.32 -0.63 0.17
O -1.22043 1.13631 -0.52905 0.12 -0.14 -0.43
O -2.97278 3.40683 1.11517 -0.35 0.06 0.28
N 2.14086 0.38870 0.46264 0.42 0.12 -0.33
C 1.46286 -0.89810 0.27357 0.31 -0.07 -0.77
C 2.40511 -2.11281 0.39908 -0.42 0.24 0.75
C -1.10436 -1.14704 0.07007 1.52 -1.96 1.75
C -1.18286 -0.21862 -1.10229 -0.65 1.64 2.23
C 0.13049 -0.98226 1.01778 0.17 0.60 -1.02
H 1.50701 1.53612 -0.82370 -0.04 0.09 -0.11
H -4.54149 0.40092 0.39161 0.10 0.42 -0.06
H -2.97987 3.49863 0.16272 0.17 0.02 -0.24
H -1.94241 -1.20317 0.75349 -0.51 0.66 -0.43
H 1.48647 1.52320 -2.36086 -0.06 0.16 -0.10
H 1.30412 -0.93570 -0.81502 -0.44 0.17 0.03
H 2.58717 -2.38004 1.44300 0.45 0.30 0.02
H -2.05228 3.44917 1.37841 0.18 -0.08 -0.09
H -0.56386 1.67127 -1.01838 -0.18 -0.23 0.15
H -3.05795 0.93482 0.22024 -0.10 0.38 0.03
H 1.94286 -3.00347 -0.01963 -0.33 -0.06 -0.26
H 0.16854 -1.84962 1.64665 -0.15 -0.52 0.55
H -0.25905 -0.26689 -1.65706 -0.32 -0.30 -0.95
H 0.04263 -0.11491 1.66924 -0.14 0.11 -0.05
H 3.49810 -1.78854 -1.19643 -0.11 -0.11 -0.04
H 2.08330 0.84134 1.36484 -0.18 -0.48 0.22
H -2.16530 -0.30779 -1.55790 0.44 -0.55 -0.90
H 3.11867 0.25778 0.22098 0.05 0.17 0.16
H -0.98106 -2.21256 -0.17948 -0.26 0.20 -0.95

(8)
42
Properties=species:S:1:pos:R:3:forces:R:3 method="wB97M-V/def2-TZVPD" e_lumo_ha=-0.4910 total_charge=+3 e_homo_ev=-16.7
Hf -0.33775 -2.02204 0.91423 -1.11 10.45 -3.79
F 0.25655 0.02582 0.00985 -0.71 -3.88 1.67
O -2.22929 -1.01632 -0.93097 -0.06 -2.19 2.66
O 3.35798 0.82279 -2.33780 -1.41 -1.46 -1.17
O 0.05336 -2.63306 -1.34039 -1.46 1.01 8.66
O 0.52338 -0.67264 2.67434 -1.58 -6.00 -3.11
O -2.09461 -0.56349 1.91952 3.70 -9.51 -1.48
N -1.54861 0.37514 -2.53265 1.73 -0.10 -0.16
N -3.67759 0.28923 -2.13758 -1.91 -0.49 0.63
N 0.44253 0.35121 4.67277 -0.03 -0.77 0.35
N 0.01708 -3.62840 -3.27342 -1.52 -3.48 -2.11
N 5.03781 1.43843 -1.10603 2.03 0.08 1.22
N 1.25230 -1.97995 -3.11669 4.07 4.23 0.13
N -2.22872 1.50255 1.60982 4.02 6.77 -4.82
N 1.05751 1.41713 2.75069 1.04 2.14 -0.32
N 3.01738 1.28281 -0.22035 -3.41 -0.16 5.52
N -3.61473 0.75062 2.99009 -1.41 -2.20 2.46
C 0.66938 0.34532 3.37548 0.16 1.02 0.76
C -2.60440 0.47067 2.18822 -4.01 3.10 2.59
C 3.78831 1.08678 -1.22678 1.08 0.57 -5.00
C 0.47090 -2.74277 -2.48507 -1.15 -1.44 -1.38
C -2.50892 -0.19924 -1.81259 1.34 0.96 -0.76
H -1.74894 0.58172 -3.50078 0.50 0.19 0.10
H -2.31704 2.46681 1.89706 -0.67 -0.29 0.32
H 1.65761 2.05722 3.25094 -0.29 0.48 -0.18
H 5.54599 1.48412 -1.97767 0.41 0.15 0.52
H -3.91477 0.05347 3.65648 -0.19 0.09 -0.02
H -0.62356 -4.37721 -3.05213 0.22 0.04 -0.16
H -1.61437 1.44659 0.81011 0.10 -0.37 0.04
H 0.47779 -3.50592 -4.16384 -1.20 -1.34 -0.53
H 2.06219 0.95832 -0.26944 0.23 -0.02 -0.52
H 1.78028 -2.40144 -3.86748 0.33 0.82 -0.06
H 1.07111 1.43441 1.74093 0.15 -0.13 0.12
H 0.30699 -0.54949 5.10919 0.02 0.17 0.25
H -3.64319 1.21211 -2.54650 -0.80 -0.26 -0.08
H 1.66615 -1.23337 -2.57682 0.75 0.48 -0.50
H -0.63241 0.11179 -2.19899 0.19 0.38 -0.73
H -4.49753 -0.16508 -1.76154 -0.26 0.57 -0.21
H 3.41603 1.09203 0.68783 0.10 0.30 0.12
H -4.00017 1.67540 3.11781 0.17 -0.15 -0.28
H 5.30866 1.80323 -0.20400 0.86 0.22 -0.67
H 0.59952 1.15478 5.26414 -0.04 0.02 -0.08

Molecular weight (g mol⁻¹)
162.313 126.196 126.196 158.194 139.219 173.209 173.209 497.768
Relative energy (zero: lowest compared OMol25 entry of this formula, charge and spin) (kcal per mole)
43.1 34.9 1.6 14.2 0.0 23.8 25.2 0.0